Entry 1:
The following is a quantum chemistry calculation of a gas-phase ion, C5H8N3 (charge +1) at a distorted geometry, from OMol25.

```
16
Properties=species:S:1:pos:R:3
C 0.632 -0.940 0.970
C -0.519 -0.417 0.130
C -1.620 0.124 0.681
C -1.931 0.025 2.043
N -2.156 0.134 3.175
N -0.233 -0.383 -1.268
C 0.708 0.339 -1.776
N 1.522 1.158 -1.188
H 0.514 -1.927 1.454
H 0.667 -0.493 1.936
H 1.466 -1.000 0.381
H -2.429 0.715 0.147
H -0.787 -0.829 -2.001
H 0.792 0.326 -2.843
H 1.249 1.320 -0.220
H 2.126 1.847 -1.621
```

Output
Largest force on an atom (eV/Å): 3.43
Calculated total energy (hartree): -359.29201
Relative energy (zero: lowest compared OMol25 entry of this formula, charge and spin) (kJ/mol): 164.8
Structure (SMILES): C/C(=C\C#N)NC=[NH2+]
Charge: +1
HOMO energy (eV): -14.162

Charges obtained by natural (NBO) population analysis, quoted in units of e:
1 C -0.70
2 C 0.17
3 C -0.27
4 C 0.20
5 N -0.19
6 N -0.52
7 C 0.41
8 N -0.70
9 H 0.28
10 H 0.27
11 H 0.22
12 H 0.28
13 H 0.46
14 H 0.23
15 H 0.42
16 H 0.46

Entry 2:
The following is a quantum chemistry calculation of a gas-phase ion, C5H8N3 (charge +1) at a distorted geometry, from OMol25.

```
16
Properties=species:S:1:pos:R:3
C 2.171 -0.485 1.203
C 1.390 0.602 1.364
N 0.383 0.462 0.459
C 0.609 -0.651 -0.229
N 1.621 -1.323 0.255
C -0.515 -0.859 -1.249
N -1.697 -0.078 -0.635
C -1.066 1.038 0.026
H 3.196 -0.808 1.567
H 1.503 1.613 1.916
H -0.185 -0.419 -2.201
H -0.504 -1.882 -1.328
H -2.264 0.095 -1.482
H -2.079 -0.658 0.200
H -1.629 1.436 0.889
H -0.936 1.917 -0.754
```

Output
Largest force on an atom (eV/Å): 5.23
Calculated total energy (hartree): -359.25367
Relative energy (zero: lowest compared OMol25 entry of this formula, charge and spin) (kJ/mol): 265.5
Structure (SMILES): c1cn2c(n1)C[NH2+]C2
Charge: +1
HOMO energy (eV): -12.963

Charges obtained by natural (NBO) population analysis, quoted in units of e:
1 C -0.07
2 C -0.10
3 N -0.34
4 C 0.29
5 N -0.41
6 C -0.27
7 N -0.54
8 C -0.06
9 H 0.26
10 H 0.25
11 H 0.25
12 H 0.27
13 H 0.48
14 H 0.48
15 H 0.26
16 H 0.25

Entry 3:
The following is a quantum chemistry calculation of a gas-phase ion, C5H8N3 (charge +1) at a distorted geometry, from OMol25.

```
16
Properties=species:S:1:pos:R:3
C 1.350 0.703 -2.008
N 1.386 0.431 -0.542
N 0.311 -0.016 0.087
C 0.170 0.120 1.428
C -0.870 -0.470 2.128
C -1.936 -0.846 1.374
N -1.873 -0.977 0.034
C -0.834 -0.670 -0.637
H 2.399 0.787 -2.095
H 1.060 -0.012 -2.628
H 0.691 1.514 -2.244
H 1.838 1.255 -0.137
H 0.894 0.622 1.920
H -0.866 -0.409 3.136
H -2.799 -1.070 1.852
H -0.921 -0.962 -1.668
```

Output
Largest force on an atom (eV/Å): 4.63
Calculated total energy (hartree): -359.23729
Relative energy (zero: lowest compared OMol25 entry of this formula, charge and spin) (kJ/mol): 308.5
Structure (SMILES): CN[n+]1cccnc1
Charge: +1
HOMO energy (eV): -13.963

Charges obtained by natural (NBO) population analysis, quoted in units of e:
1 C -0.42
2 N -0.38
3 N -0.09
4 C 0.10
5 C -0.22
6 C 0.11
7 N -0.37
8 C 0.25
9 H 0.24
10 H 0.21
11 H 0.21
12 H 0.40
13 H 0.23
14 H 0.25
15 H 0.22
16 H 0.26

Entry 4:
The following is a quantum chemistry calculation of a molecular structure, C5H8N3O at a distorted geometry, from OMol25.

```
17
Properties=species:S:1:pos:R:3
C -2.483 -1.060 -0.138
C -1.098 -1.375 -0.006
C -2.631 0.344 -0.135
C -0.457 -0.107 -0.007
C 0.813 0.277 0.138
N -1.483 0.857 0.094
N 1.353 1.488 -0.075
N 2.236 -1.025 0.327
O 3.375 -0.428 -0.188
H -3.231 -1.808 -0.328
H -0.671 -2.361 0.198
H -3.525 0.919 -0.132
H -1.144 1.772 0.192
H 0.739 2.392 -0.097
H 2.349 1.578 -0.032
H 2.416 -0.848 1.373
H 3.443 -0.615 -1.186
```

Output
Largest force on an atom (eV/Å): 6.93
Calculated total energy (hartree): -434.34141
Multiplicity: 3
Relative energy (zero: lowest compared OMol25 entry of this formula, charge and spin) (kJ/mol): 275.4
Charge: +1
HOMO energy (spin up / spin down) (eV): -10.652 / -13.620

Charges obtained by natural (NBO) population analysis, quoted in units of e:
1 C -0.10
2 C -0.33
3 C 0.11
4 C 0.24
5 C 0.20
6 N -0.53
7 N -0.69
8 N -0.23
9 O -0.56
10 H 0.26
11 H 0.27
12 H 0.24
13 H 0.41
14 H 0.41
15 H 0.44
16 H 0.36
17 H 0.49

Entry 5:
The following is a quantum chemistry calculation of a gas-phase ion, C5H8N3O3S (charge +1) at a distorted geometry, from OMol25.

```
20
Properties=species:S:1:pos:R:3
C -2.351 1.601 -1.251
C -0.444 -0.726 1.715
C 0.535 -0.598 -0.369
C -2.044 -0.145 0.055
C 2.899 -0.345 -0.391
N -3.282 0.879 -1.767
N -1.746 1.074 -0.162
N -1.596 -1.055 0.870
O -0.541 0.429 2.348
O 0.696 -0.659 0.952
O 1.632 -0.561 -1.013
S -3.369 -0.658 -1.126
H -2.188 2.655 -1.519
H -0.379 -1.582 2.469
H 3.697 -1.020 -0.616
H 2.684 -0.354 0.711
H 3.214 0.643 -0.808
H -3.907 0.996 -2.657
H -0.429 1.145 1.547
H -1.837 -2.053 0.835
```

Output
Largest force on an atom (eV/Å): 4.98
Calculated total energy (hartree): -983.13397
Relative energy (zero: lowest compared OMol25 entry of this formula, charge and spin) (kJ/mol): 227.0
Charge: +1
HOMO energy (eV): -12.392

Charges obtained by natural (NBO) population analysis, quoted in units of e:
1 C 0.35
2 C 0.52
3 C 0.39
4 C 0.43
5 C -0.31
6 N -0.65
7 N -0.54
8 N -0.60
9 O -0.66
10 O -0.53
11 O -0.47
12 S 0.55
13 H 0.26
14 H 0.19
15 H 0.22
16 H 0.21
17 H 0.21
18 H 0.49
19 H 0.50
20 H 0.45

Entry 6:
The following is a quantum chemistry calculation of C5H8N4 in the gas phase at a distorted geometry, from OMol25.

```
17
Properties=species:S:1:pos:R:3
H -1.683 2.393 0.799
N -0.984 1.996 0.213
C -0.979 0.736 0.096
N -2.067 -0.119 0.339
C -1.628 -1.388 0.053
N -0.414 -1.365 -0.439
N 0.077 -0.043 -0.376
C 1.233 0.297 -0.967
C 2.399 0.151 -0.092
C 2.381 -0.502 1.037
H -3.195 0.180 0.360
H -2.236 -2.317 0.101
H 1.076 1.457 -1.230
H 1.359 -0.085 -2.008
H 3.403 0.557 -0.352
H 1.486 -0.954 1.538
H 3.060 -0.278 1.874
```

Output
Largest force on an atom (eV/Å): 7.39
Calculated total energy (hartree): -414.24582
Relative energy (zero: lowest compared OMol25 entry of this formula, charge and spin) (kJ/mol): 226.7
Structure (SMILES): [H]/N=c1\[nH]cnn1CC=C
HOMO energy (eV): -8.058

Charges obtained by natural (NBO) population analysis, quoted in units of e:
1 H 0.35
2 N -0.80
3 C 0.57
4 N -0.63
5 C 0.17
6 N -0.28
7 N -0.27
8 C -0.27
9 C -0.19
10 C -0.40
11 H 0.45
12 H 0.22
13 H 0.25
14 H 0.23
15 H 0.21
16 H 0.19
17 H 0.20

Entry 7:
The following is a quantum chemistry calculation of C5H8N4 in the gas phase at a distorted geometry, from OMol25.

```
17
Properties=species:S:1:pos:R:3
H 1.859 -0.968 1.635
N 2.705 -0.841 1.129
C 2.781 -0.324 -0.051
N 1.782 0.398 -0.698
C 0.462 0.302 -0.184
C -0.485 -0.725 -0.323
C -1.676 -0.135 0.123
N -2.829 -1.050 0.129
C -1.472 1.154 0.508
N -0.140 1.415 0.384
H 3.742 -0.340 -0.636
H 1.896 0.935 -1.732
H -0.281 -1.685 -0.741
H -2.790 -1.882 -0.577
H -3.623 -0.435 -0.015
H -2.283 1.721 0.965
H 0.354 2.461 0.084
```

Output
Largest force on an atom (eV/Å): 4.98
Calculated total energy (hartree): -414.26264
Relative energy (zero: lowest compared OMol25 entry of this formula, charge and spin) (kJ/mol): 182.5
Structure (SMILES): [H]/N=C\Nc1cc(N)c[nH]1
HOMO energy (eV): -7.890

Charges obtained by natural (NBO) population analysis, quoted in units of e:
1 H 0.36
2 N -0.73
3 C 0.30
4 N -0.67
5 C 0.28
6 C -0.34
7 C 0.10
8 N -0.83
9 C -0.16
10 N -0.51
11 H 0.17
12 H 0.41
13 H 0.23
14 H 0.38
15 H 0.36
16 H 0.22
17 H 0.42

Entry 8:
The following is a quantum chemistry calculation of a gas-phase ion, C5H8N4O2P (charge -1) at a distorted geometry, from OMol25.

```
20
Properties=species:S:1:pos:R:3
C 1.918 -2.809 0.797
C 0.521 -0.779 0.902
C -0.400 0.325 -0.859
C -1.844 -0.207 -1.123
C 0.215 1.241 -1.857
N 2.428 -3.730 0.312
N 0.462 -0.724 -0.378
N 0.052 0.010 1.847
N 1.237 -1.890 1.489
O 0.660 2.411 1.427
O -1.888 2.074 1.433
P -0.515 1.578 1.043
H -1.973 -1.011 -0.443
H -1.907 -0.370 -2.111
H -2.461 0.589 -0.951
H 1.204 1.366 -1.534
H -0.137 2.227 -1.812
H -0.030 0.902 -2.954
H 0.548 0.452 2.580
H 1.909 -1.657 2.191
```

Output
Largest force on an atom (eV/Å): 5.51
Calculated total energy (hartree): -906.11452
Multiplicity: 3
Relative energy (zero: lowest compared OMol25 entry of this formula, charge and spin) (kJ/mol): 60.0
Charge: -1
HOMO energy (spin up / spin down) (eV): -0.466 / -5.607

Charges obtained by natural (NBO) population analysis, quoted in units of e:
1 C 0.44
2 C 0.58
3 C 0.17
4 C -0.66
5 C -0.68
6 N -0.41
7 N -0.53
8 N -0.93
9 N -0.66
10 O -1.15
11 O -1.09
12 P 1.83
13 H 0.21
14 H 0.19
15 H 0.22
16 H 0.23
17 H 0.21
18 H 0.20
19 H 0.42
20 H 0.40

What is the formula in the fifth record?
C5H8N3O3S

The lowest calculated total energy belongs to which entry?
C5H8N3O3S